--- i ---
Molecular formula: H19O10
Method: DFT, wB97M-V/def2-TZVPD

Each line ends with the Mulliken charge.
Element x y z (Å)
O -1.06184 2.60514 -0.32479  -0.70
H -0.52702 1.82447 -0.07926  0.41
H -1.07940 -1.17029 -1.19894  0.20
O 3.36006 -1.18122 -0.34078  -0.62
H 3.04795 -0.30651 -0.43946  0.33
H 0.90399 2.03433 -1.01456  0.28
O 1.45172 1.51040 0.88409  -0.69
H 2.53150 -1.70298 -0.41134  0.34
H 2.36529 1.57197 0.61748  0.36
O -0.01627 0.28989 -3.64047  -0.65
H -1.43864 -3.24053 1.32513  0.39
H -0.48884 3.41584 -0.24579  0.31
O -1.24135 -3.85953 2.09487  -0.66
H -2.11783 -0.26700 -1.48457  0.36
H -0.27619 0.07523 -2.74808  0.35
O -1.92803 0.28575 3.53838  -0.64
H -2.72600 0.80143 3.43227  0.30
H -1.18220 0.86392 3.31297  0.33
O 0.51102 -0.35056 -0.48371  -0.70
H 0.99079 -1.02291 -0.96373  -0.03
H -0.75680 -0.96704 0.74475  0.53
O -1.46983 -1.27138 1.30009  -0.69
H -1.12569 -1.13092 2.16717  0.21
H -0.74961 -3.34944 2.73987  0.28
O -2.01198 -1.20470 -1.62670  -0.70
H 1.36611 0.55204 0.33884  0.22
O 1.46190 2.40194 -1.77906  -0.76
H 0.41444 1.11826 -3.39574  0.33
H 1.79275 1.67439 -2.31892  0.27

* HOMO-LUMO gap: 0.360 Eh
* charge: -1


--- ii ---
Molecular formula: H19O10
Method: DFT, wB97M-V/def2-TZVPD

Each line ends with the Mulliken charge.
Element x y z (Å)
O -0.19929 -0.45177 -0.20897  -0.61
H 0.09183 0.26119 0.38261  0.09
O -0.49707 1.10551 2.31298  -0.67
H -1.24148 0.70839 1.85147  0.32
H -0.61334 2.04265 2.39979  0.27
O 2.46711 -0.46467 -0.27531  -0.81
H 1.49615 -0.37204 -0.32932  0.43
H 2.66160 -1.26399 -0.75995  0.31
O -0.72005 1.47745 -2.02564  -0.79
H -0.14260 1.30692 -2.78539  0.34
H -0.63227 0.73998 -1.44440  0.39
O 1.07906 3.40174 -0.66095  -0.65
H 1.95181 3.16059 -0.99654  0.30
H 0.56838 2.72826 -1.05628  0.33
O 2.09633 0.62016 2.17949  -0.70
H 1.12852 0.69909 2.25845  0.44
H 2.34495 0.31859 1.31821  0.36
O -2.56213 0.01558 0.90197  -0.79
H -1.78823 -0.08569 0.33131  0.50
H -2.96984 0.85252 0.57832  0.34
O -0.19913 -2.09618 1.80931  -0.64
H -1.12013 -2.07145 2.15171  0.36
H -0.26984 -1.50028 1.05685  0.30
O -1.55941 -2.70475 -0.71065  -0.70
H -0.78039 -3.23665 -0.55701  0.33
H -1.17382 -1.89423 -0.33127  0.12
O 0.49671 -1.32034 -2.58038  -0.66
H 0.25384 -1.03564 -1.67710  0.23
H -0.16724 -0.94095 -3.13332  0.25

* HOMO-LUMO gap: 0.357 Eh
* charge: -1


Tell me which of them is the most stable. Sure, it is ii.


--- i ---
Molecular formula: C2H5ClN2O
Method: DFT, wB97M-V/def2-TZVPD

Each line ends with the Mulliken charge.
Element x y z (Å)
C -0.07515 -0.28250 0.10985  0.56
C 1.21875 -1.81499 1.21020  -0.71
N -0.57957 -0.42806 -0.96300  -0.31
N -1.33833 2.88418 -0.76675  -0.60
O 0.50793 -0.51013 1.17985  -0.27
Cl -1.87311 2.00549 -2.08144  -0.13
H 1.57278 -1.91022 2.14336  0.27
H 2.05305 -1.83325 0.65130  0.34
H 0.38763 -2.45604 1.00860  0.35
H -1.02770 0.57549 -1.49668  0.36
H -0.84628 3.77002 -0.99528  0.14

* HOMO-LUMO gap (spin up / spin down): 0.216 / 0.216 Eh


--- ii ---
Molecular formula: C2H5ClN2O
Method: DFT, wB97M-V/def2-TZVPD

Each line ends with the Mulliken charge.
Element x y z (Å)
C 1.68300 0.83256 0.40311  -0.44
O 0.81477 0.15359 -0.47178  -0.20
N -0.27590 -0.33048 0.19050  -0.06
N -0.84437 -1.53318 -0.34686  -0.53
C -1.46995 -0.26877 -0.53512  0.14
Cl -2.90522 0.24518 0.32668  -0.17
H 2.61046 0.94270 -0.03983  0.25
H 1.59713 0.19711 1.34096  0.26
H 1.40221 1.99352 0.52452  0.18
H -1.22109 -2.29822 0.16934  0.24
H -1.39103 0.06598 -1.56152  0.33

* structure (SMILES): CON1N[C@H]1Cl
* HOMO-LUMO gap: 0.400 Eh


Tell me which of them is the most stable. Sure, it is ii.


--- i ---
Molecular formula: C3H4N2S
Method: DFT, wB97M-V/def2-TZVPD

Each line ends with the Mulliken charge.
Element x y z (Å)
H -0.80954 1.58359 0.26416  0.26
N -1.84004 1.50714 0.01280  -0.58
C -2.25882 0.32824 -0.06016  0.56
C -4.05235 0.11749 -0.04069  0.07
N -5.15586 -0.03222 0.13855  -0.33
S -1.42933 -1.19596 -0.10430  -0.01
C 0.31023 -0.64686 0.13360  -0.90
H 0.24159 0.09335 0.99993  0.28
H 0.79564 0.06187 -0.61529  0.35
H 0.83956 -1.60972 0.49979  0.30

* structure (SMILES): [H]/N=C(/C#N)SC
* HOMO-LUMO gap: 0.382 Eh


--- ii ---
Molecular formula: C3H4N2S
Method: DFT, wB97M-V/def2-TZVPD

Each line ends with the Mulliken charge.
Element x y z (Å)
S 0.65474 -1.03468 -1.97371  -0.29
C 0.07357 -0.33922 -0.53567  0.18
C -1.17578 0.13922 -0.04096  -0.09
N -0.99921 0.72885 1.11768  -0.60
C 0.31082 0.65199 1.40903  -0.17
N 0.97277 -0.05042 0.47551  -0.11
H -0.51404 -1.16092 -2.61038  0.13
H -2.14525 0.04803 -0.50217  0.40
H 0.85840 0.99494 2.29974  0.33
H 1.96396 0.02221 0.36093  0.23

* structure (SMILES): Sc1cnc[nH]1
* HOMO-LUMO gap: 0.314 Eh


Tell me which of them is the most stable. Sure, it is ii.


--- i ---
Molecular formula: C3H4N2S
Method: DFT, wB97M-V/def2-TZVPD

Each line ends with the Mulliken charge.
Element x y z (Å)
C -0.99325 -0.75509 -0.96902  0.02
N -1.11951 -1.20617 0.27155  -0.33
N -0.73566 -0.34615 1.32722  -0.33
C 0.34728 0.22676 1.26661  -0.12
S 1.25400 0.55661 -0.21174  -0.09
C -0.21523 0.60126 -1.16144  -0.57
H -1.69488 -1.14956 -1.76374  0.34
H 0.70213 0.66484 2.15868  0.44
H -1.01081 1.32507 -0.88190  0.29
H 0.09301 0.68261 -2.13355  0.35

* structure (SMILES): C1=NN=CSC1
* HOMO-LUMO gap: 0.362 Eh


--- ii ---
Molecular formula: C3H4N2S
Method: DFT, wB97M-V/def2-TZVPD

Each line ends with the Mulliken charge.
Element x y z (Å)
C 0.93344 -0.77613 -0.38530  0.04
N 1.42280 0.40326 -0.50693  -0.31
N 0.72212 1.45063 0.04789  -0.36
C -0.53150 1.57021 -0.07222  -0.11
S -1.60109 0.15151 -0.45328  -0.10
C -0.40333 -0.98769 0.30015  -0.56
H 1.57748 -1.59103 -0.69866  0.41
H -0.98552 2.51508 0.20082  0.42
H -0.35567 -0.73608 1.38883  0.27
H -0.77873 -1.99976 0.17871  0.31

* structure (SMILES): C1=NN=CSC1
* HOMO-LUMO gap: 0.356 Eh


Tell me which of them is the most stable. Sure, it is ii.


--- i ---
Molecular formula: CH5N2S
Method: DFT, wB97M-V/def2-TZVPD

Each line ends with the Mulliken charge.
Element x y z (Å)
N -1.59336 -0.30043 0.01621  -0.29
C -0.29682 -0.49380 0.07642  0.25
N 0.62853 0.42233 0.14604  -0.28
S 2.29766 -0.11372 0.04515  0.05
H -2.19712 -1.06599 0.31105  0.27
H -2.08173 0.55230 -0.16870  0.24
H 0.11956 -1.52660 -0.17444  0.27
H 0.57624 1.40080 -0.07800  0.32
H 2.54706 1.12511 -0.17373  0.17

* structure (SMILES): N/C=[NH+]/S
* HOMO-LUMO gap: 0.358 Eh
* charge: +1


--- ii ---
Molecular formula: CH5N2S
Method: DFT, wB97M-V/def2-TZVPD

Each line ends with the Mulliken charge.
Element x y z (Å)
C -0.31162 1.08723 0.33594  0.07
N -0.79076 1.65550 1.42624  -0.22
N 0.52181 -1.52163 -0.80446  -0.77
S -0.99152 2.51065 -0.16131  0.08
H 0.05823 -0.36241 -0.13293  0.49
H -0.26771 1.85999 2.25134  0.30
H 0.54794 -2.28887 -0.18361  0.32
H 1.47106 -1.17843 -1.26088  0.38
H -0.23744 -1.76204 -1.47034  0.36

* HOMO-LUMO gap: 0.336 Eh
* charge: +1


Tell me which of them is the most stable. Sure, it is i.


--- i ---
Molecular formula: C7H17N3
Method: DFT, wB97M-V/def2-TZVPD

Each line ends with the Mulliken charge.
Element x y z (Å)
C 1.01975 -0.12450 -0.92111  0.51
C 0.10720 -1.80034 0.71215  -1.10
C -3.00876 0.97009 -0.80047  -1.22
C 1.40092 1.34220 -1.02147  -1.41
C 2.22427 -1.02743 -1.12914  -1.55
N 0.36347 -0.37350 0.46494  0.73
C -1.03717 0.30231 0.45836  0.31
C -1.62549 0.38818 -0.71223  -0.52
N 1.16560 0.19588 1.48930  -0.84
N -1.36437 0.57980 1.85874  -0.60
H 0.20678 -0.33120 -1.62925  0.36
H 0.49746 0.51112 2.20390  0.35
H 1.78059 -0.50640 1.88820  0.24
H -1.60290 1.55982 1.96381  0.24
H -2.17271 0.03823 2.14533  0.24
H 1.03932 -2.35714 0.82215  0.40
H -0.47465 -2.20012 -0.11474  0.38
H -0.47045 -1.89544 1.63233  0.37
H -3.67656 0.21980 -1.22989  0.25
H -3.45176 1.30980 0.15242  0.35
H -2.99784 1.81847 -1.48683  0.24
H 0.51560 1.95855 -0.90392  0.34
H 1.94289 -2.07220 -1.23579  0.37
H 2.11762 1.60941 -0.24969  0.33
H 1.84290 1.53807 -1.99476  0.45
H 2.93748 -0.92398 -0.31262  0.34
H 2.72080 -0.72951 -2.04971  0.43

* HOMO-LUMO gap: 0.265 Eh


--- ii ---
Molecular formula: C7H17N3
Method: DFT, wB97M-V/def2-TZVPD

Each line ends with the Mulliken charge.
Element x y z (Å)
H 4.22062 -0.09675 -1.35100  0.25
N 3.41206 -0.65016 -1.63383  -0.75
C 2.40450 -0.53774 -0.88520  0.54
C 2.32758 0.30233 0.35655  -0.80
C 1.16802 -1.30722 -1.27732  0.75
C 0.15440 -0.34499 -1.90415  -1.26
C 0.54807 -2.04330 -0.09137  -1.57
H 3.11170 1.05876 0.35883  0.45
H 1.35443 0.77858 0.44307  -0.03
H 2.46852 -0.33753 1.22761  0.26
H 1.47630 -2.03292 -2.03655  0.27
H -0.19159 0.37850 -1.16874  0.08
H 0.60781 0.18636 -2.73751  0.40
H -0.70276 -0.90234 -2.27704  0.37
H -0.28651 -2.65351 -0.43179  0.44
H 1.27911 -2.69956 0.37699  0.37
H 0.18095 -1.33706 0.64868  0.23
H -0.38393 2.38196 1.15835  0.09
N -0.80811 1.51559 0.82978  -0.46
C -2.00590 1.35168 1.20204  0.58
C -2.75927 0.12676 0.78068  -1.01
N -2.70572 2.19468 2.02077  -0.43
H -3.63569 0.40837 0.19701  0.37
H -3.09012 -0.42436 1.65878  0.32
H -2.11863 -0.50572 0.17759  0.10
H -2.32863 3.10407 2.23302  0.21
H -3.69723 2.08555 2.12471  0.20

* structure (SMILES): [H]/N=C(\C)C(C)C.[H]/N=C(/C)N
* HOMO-LUMO gap: 0.361 Eh


Tell me which of them is the most stable. Sure, it is ii.


--- i ---
Molecular formula: C5H8Br2
Method: DFT, wB97M-V/def2-TZVPD

Each line ends with the Mulliken charge.
Element x y z (Å)
C 0.66672 0.23004 2.29361  -0.82
C 1.57215 -0.02971 1.34927  -0.19
C -0.92665 -0.14275 -1.85368  -1.23
C -0.28766 0.09313 -0.45350  -0.70
C 1.18025 -0.21979 -0.12213  0.38
Br 1.73351 -2.10750 -0.85099  -0.12
Br 2.30862 0.92457 -1.20066  -0.03
H 1.04236 0.42629 3.25510  0.29
H -0.40029 0.10546 2.30380  0.26
H 2.65058 -0.12520 1.38144  0.35
H -0.15147 0.20710 -2.65007  0.25
H -1.10730 -1.16304 -2.15864  0.35
H -1.87291 0.33073 -2.03172  0.39
H -0.45053 1.06575 -0.24532  0.51
H -1.07950 -0.54062 0.11720  0.29

* HOMO-LUMO gap: 0.366 Eh


--- ii ---
Molecular formula: C5H8Br2
Method: DFT, wB97M-V/def2-TZVPD

Each line ends with the Mulliken charge.
Element x y z (Å)
C 0.10980 -1.47269 1.84010  -0.88
C 0.77436 -0.45549 1.29949  0.31
C -0.98946 1.58002 -1.04575  -0.36
C -1.02924 0.11420 -1.26791  -0.77
C 1.60478 -0.54379 0.17600  -0.09
Br 2.00329 -2.18907 -0.63466  -0.09
Br 2.55661 0.92354 -0.48476  -0.07
H -0.42869 -1.21343 2.83549  0.20
H 0.09418 -2.43567 1.49724  0.37
H 0.43440 0.68482 1.50765  0.21
H -1.27345 1.57156 0.10417  0.14
H 0.09534 1.87113 -1.18000  0.03
H -1.44405 2.22647 -1.78690  0.33
H -1.54325 -0.55999 -0.55884  0.33
H -0.96461 -0.10162 -2.30132  0.34

* HOMO-LUMO gap (spin up / spin down): 0.309 / 0.263 Eh


Tell me which of them is the most stable. Sure, it is i.